[1]
A molecular structure, C26H19Cl2CrN3O3S. Source: the Open Molecules 2025 dataset; level of theory: wB97M-V/def2-TZVPD.

Properties
- Kohn-Sham gap (alpha / beta): 8.03 / 7.70 eV
- E_HOMO (alpha / beta): -0.2834 / -0.2834 Ha
- Molar mass: 576.4 g/mol
- Max |F|: 0.04368 Eh/bohr
- Spin multiplicity: 5
- E: -102186.451 eV

Geometry (Å):
1 Cr 0.6200 0.3617 2.2645
2 S -0.1908 -1.6274 6.1669
3 C 0.9792 -0.4421 6.5464
4 C 1.4250 0.2015 5.4302
5 C 0.8165 -0.2530 4.2131
6 C -0.0761 -1.2557 4.4863
7 C -0.8630 -1.8907 3.4248
8 C -1.6721 -3.0118 3.5751
9 C -2.2910 -3.5546 2.4648
10 C -2.1057 -2.9677 1.2212
11 C -1.3100 -1.8416 1.1475
12 N -0.7108 -1.3107 2.2175
13 H 1.2792 -0.2926 7.5774
14 H 2.1737 0.9860 5.4810
15 H -1.7915 -3.4532 4.5584
16 H -2.9084 -4.4409 2.5645
17 H -2.5643 -3.3690 0.3265
18 H -1.1526 -1.3194 0.2135
19 Cl 1.5163 -2.2650 -0.8251
20 C 0.8175 -2.4610 -2.4037
21 C 0.8387 -3.7184 -2.9765
22 C 0.3088 -3.9037 -4.2417
23 C -0.2667 -2.8320 -4.9041
24 C -0.3064 -1.5843 -4.3050
25 Cl -1.1557 -0.3212 -5.1341
26 C 0.2651 -1.3425 -3.0450
27 N 0.2378 -0.0995 -2.4173
28 C 0.7614 1.0876 -2.9755
29 C 1.6331 1.0587 -4.0613
30 C 2.1588 2.2318 -4.5800
31 C 1.8372 3.4537 -4.0063
32 C 0.9710 3.4804 -2.9224
33 C 0.4131 2.3174 -2.4009
34 C -0.5688 2.4049 -1.2526
35 C 0.0301 1.9957 0.0796
36 O 0.3342 2.8530 0.9188
37 O 0.1987 0.7143 0.2403
38 H 1.2916 -4.5410 -2.4349
39 H 0.3339 -4.8832 -4.7053
40 H -0.7151 -2.9586 -5.8819
41 H 0.2320 -0.1040 -1.4043
42 H 1.9049 0.1028 -4.4996
43 H 2.8283 2.1861 -5.4315
44 H 2.2549 4.3751 -4.3958
45 H 0.7110 4.4293 -2.4650
46 H -1.4214 1.7532 -1.4585
47 H -0.9112 3.4283 -1.1546
48 O 3.6020 1.0249 2.1532
49 C 2.5087 0.8348 2.1865
50 C -2.2156 3.9286 2.7619
51 C -1.7389 2.5497 2.8997
52 N -1.3676 1.4704 2.9960
53 H -2.3611 4.3773 3.7428
54 H -3.1557 3.9471 2.2141
55 H -1.4621 4.4906 2.2107



[2]
A molecular structure, C4H7NS. Source: the Open Molecules 2025 dataset; level of theory: wB97M-V/def2-TZVPD.

Properties
- Kohn-Sham gap: 8.33 eV
- E_HOMO: -0.2778 Ha
- Molar mass: 101.2 g/mol
- Max |F|: 0.11661 Eh/bohr
- E: -16582.398 eV

Geometry (Å):
1 C 0.0649 -0.7002 0.1303
2 C -1.5279 0.4273 0.5921
3 C -1.6866 1.5537 -0.3142
4 C 2.2460 -1.3192 -0.0960
5 N 1.2091 -0.4929 0.4738
6 S -1.4910 -1.2076 -0.2391
7 H -1.4888 0.3071 1.6894
8 H -0.7852 2.1875 -0.4483
9 H -2.3138 2.3604 0.2779
10 H -2.0320 1.3564 -1.2520
11 H 1.9113 -2.0564 -0.6918
12 H 2.9746 -1.8684 0.6606
13 H 2.9194 -0.5476 -0.7828



[3]
A molecular structure, C28H64GeN9PdSi3. Source: the Open Molecules 2025 dataset; level of theory: wB97M-V/def2-TZVPD.

Properties
- Kohn-Sham gap (alpha / beta): 6.42 / 7.24 eV
- E_HOMO (alpha / beta): -0.2139 / -0.2497 Ha
- Molar mass: 790.2 g/mol
- Max |F|: 0.00973 Eh/bohr
- Spin multiplicity: 2
- E: -127116.723 eV

Geometry (Å):
1 Pd 0.1795 0.2690 0.1717
2 C 2.4907 0.0615 -4.8839
3 N 1.0879 0.3427 -4.5974
4 C 0.4946 1.3445 -5.4818
5 C -0.6181 1.9479 -4.6417
6 N -0.1701 1.6683 -3.2966
7 C -0.9927 2.0953 -2.1886
8 C 0.6850 0.5827 -3.2741
9 N 1.0208 -0.0566 -2.2160
10 C 1.8788 -1.2244 -2.3021
11 C 1.7164 -2.1501 -1.1071
12 N 2.0358 -1.4643 0.1328
13 C 2.4815 -2.0477 1.1888
14 N 2.7088 -1.3537 2.3743
15 C 2.0387 -0.0996 2.6494
16 C 2.8956 -2.2860 3.4705
17 C 3.4254 -3.5071 2.7511
18 N 2.8207 -3.3739 1.4366
19 C 3.2080 -4.3507 0.4416
20 H 2.6748 0.3156 -5.9270
21 H 2.7531 -0.9824 -4.7519
22 H 3.1585 0.6709 -4.2643
23 H 0.1304 0.8853 -6.3999
24 H 1.2361 2.1061 -5.7471
25 H -1.5913 1.4839 -4.8414
26 H -0.7162 3.0227 -4.8010
27 H -0.8673 3.1659 -2.0093
28 H -0.6836 1.5638 -1.2884
29 H -2.0461 1.8864 -2.3765
30 H 2.9362 -0.9331 -2.3435
31 H 1.6639 -1.8229 -3.1933
32 H 2.3390 -3.0144 -1.3207
33 H 0.6772 -2.4913 -1.0665
34 H 2.6682 0.7652 2.4323
35 H 1.7471 -0.0685 3.7002
36 H 1.1405 -0.0230 2.0274
37 H 1.9436 -2.5003 3.9724
38 H 3.5977 -1.8956 4.2059
39 H 3.1181 -4.4398 3.2238
40 H 4.5209 -3.4912 2.6851
41 H 3.5674 -5.2307 0.9739
42 H 4.0151 -3.9961 -0.2077
43 H 2.3685 -4.6673 -0.1711
44 C 3.9341 3.8405 -0.8802
45 C 3.6900 2.3558 -0.7272
46 N 2.3385 2.1605 -0.2568
47 C 1.6441 2.9876 0.5881
48 N 0.5215 2.5628 1.0775
49 C -0.1914 3.4269 2.0077
50 C 0.0850 4.8983 1.7682
51 C 1.5830 5.1098 1.7762
52 N 2.1916 4.2402 0.7841
53 C 3.5728 4.5214 0.4247
54 H 3.2996 4.2348 -1.6780
55 H 4.9763 4.0356 -1.1362
56 H 4.4234 1.9279 -0.0322
57 H 3.7988 1.8313 -1.6779
58 H 1.9351 1.2325 -0.3317
59 H 0.0846 3.1703 3.0389
60 H -1.2580 3.2202 1.9244
61 H -0.3916 5.5171 2.5301
62 H -0.3115 5.1930 0.7922
63 H 1.9863 4.9064 2.7778
64 H 1.8450 6.1388 1.5221
65 H 4.2603 4.1974 1.2190
66 H 3.6732 5.6042 0.3355
67 C -0.7080 -4.0570 1.3779
68 Si -1.7991 -2.6870 2.0412
69 C -3.4361 -3.5148 2.4485
70 C -1.0942 -2.1131 3.6791
71 Ge -1.9135 -0.8771 0.5159
72 Si -3.0023 -1.7492 -1.4017
73 C -2.0805 -3.2200 -2.0993
74 C -4.7595 -2.3080 -1.0594
75 C -3.1279 -0.5150 -2.8032
76 Si -3.3627 0.6989 1.5173
77 C -2.7429 1.0873 3.2502
78 C -3.3862 2.2868 0.5262
79 C -5.1558 0.1732 1.6839
80 H -0.4245 -4.7429 2.1844
81 H 0.2070 -3.6738 0.9193
82 H -1.2472 -4.6319 0.6202
83 H -3.2891 -4.2471 3.2511
84 H -3.8436 -4.0451 1.5845
85 H -4.1865 -2.7956 2.7843
86 H -0.7328 -2.9738 4.2528
87 H -1.8697 -1.6153 4.2664
88 H -0.2712 -1.4049 3.5570
89 H -2.0001 -4.0290 -1.3690
90 H -1.0694 -2.9450 -2.4076
91 H -2.6110 -3.6047 -2.9770
92 H -4.8409 -2.8969 -0.1442
93 H -5.1250 -2.9164 -1.8945
94 H -5.4250 -1.4474 -0.9510
95 H -2.1385 -0.2753 -3.2048
96 H -3.6051 0.4151 -2.4844
97 H -3.7331 -0.9482 -3.6074
98 H -1.6676 0.9155 3.3452
99 H -3.2493 0.4520 3.9822
100 H -2.9446 2.1310 3.5140
101 H -2.3763 2.6656 0.3466
102 H -3.9584 3.0553 1.0584
103 H -3.8594 2.1247 -0.4472
104 H -5.2488 -0.8369 2.0880
105 H -5.6632 0.1883 0.7161
106 H -5.6877 0.8577 2.3548



[4]
A molecular structure, C4H8O3. Source: the Open Molecules 2025 dataset; level of theory: wB97M-V/def2-TZVPD.

Properties
- Kohn-Sham gap: 8.51 eV
- E_HOMO: -0.3179 Ha
- Molar mass: 104.1 g/mol
- Max |F|: 0.01033 Eh/bohr
- E: -10416.034 eV

Geometry (Å):
1 O -0.1040 0.7965 -2.2217
2 C -0.0527 1.6727 -1.2309
3 C 1.0102 0.6595 0.6273
4 C -0.1478 -0.1678 1.0044
5 O -0.9961 0.1757 1.8209
6 C -0.3161 -1.5135 0.3094
7 O -1.5033 -2.1277 0.6999
8 H 0.7316 0.8184 -2.7141
9 H -1.0202 1.6580 -0.7152
10 H 0.8607 1.5959 -0.3916
11 H 1.2866 1.3631 1.4168
12 H 1.8592 0.0831 0.2468
13 H -0.2937 -1.3468 -0.7810
14 H 0.5598 -2.1381 0.5542
15 H -1.8741 -1.5292 1.3746



[5]
C2H2IN in the gas phase. Source: the Open Molecules 2025 dataset; level of theory: wB97M-V/def2-TZVPD.

Properties
- SMILES string: N#CCI
- Kohn-Sham gap: 9.98 eV
- E_HOMO: -0.3774 Ha
- Molar mass: 166.9 g/mol
- Max |F|: 0.19121 Eh/bohr
- E: -11695.923 eV

Geometry (Å):
1 N 0.1795 2.9022 0.0153
2 C -0.0123 1.8152 -0.0076
3 C -0.3742 0.2295 -0.0052
4 I -2.5211 0.0334 -0.0004
5 H 0.1078 -0.2563 -0.8880
6 H 0.0311 -0.1388 0.8678



[6]
A molecular structure, C22H43BrN2O5RhSi. Source: the Open Molecules 2025 dataset; level of theory: wB97M-V/def2-TZVPD.

Properties
- Kohn-Sham gap (alpha / beta): 9.34 / 5.92 eV
- E_HOMO (alpha / beta): -0.4219 / -0.4414 Ha
- Molar mass: 626.5 g/mol
- Net charge: +1
- Max |F|: 0.02145 Eh/bohr
- Spin multiplicity: 5
- E: -117652.551 eV

Geometry (Å):
1 Rh -0.2323 0.3949 0.1897
2 O 1.9062 -3.1108 1.5419
3 C 1.5399 -1.9711 1.3983
4 O 0.4575 -1.3626 1.4129
5 C 2.9057 -1.0056 1.1436
6 C 2.6700 0.3429 1.8186
7 C 4.0168 1.0719 1.8657
8 C 4.2145 1.4702 0.3813
9 C 2.9615 0.8858 -0.2630
10 O 1.9580 1.0769 0.7858
11 C 3.0559 -0.6431 -0.3103
12 C 1.8983 -1.2621 -1.2132
13 O 2.0643 -2.4115 -1.5406
14 O 0.9208 -0.4654 -1.4641
15 H 3.7138 -1.5911 1.5635
16 H 2.0968 0.3291 2.7334
17 H 3.9338 1.9462 2.5079
18 H 4.8110 0.4373 2.2570
19 H 4.2333 2.5519 0.2621
20 H 5.1214 1.0617 -0.0617
21 H 2.6227 1.3486 -1.1802
22 H 3.9730 -1.0297 -0.7454
23 N -1.7723 -0.9541 -0.8027
24 C -2.5929 -0.1539 -1.7327
25 C -1.6834 0.7754 -2.5018
26 N -0.9814 1.6775 -1.5603
27 H -1.1290 -1.5510 -1.3200
28 H -2.3334 -1.5550 -0.2109
29 H -3.3054 0.4209 -1.1373
30 H -3.1632 -0.7723 -2.4254
31 H -2.2538 1.3262 -3.2489
32 H -0.9199 0.1960 -3.0181
33 H -1.6148 2.3931 -1.2159
34 H -0.2184 2.1553 -2.0255
35 C 0.0023 0.2739 4.4966
36 C -1.1079 1.1868 5.0366
37 C -0.4824 2.5550 5.3384
38 C -1.6339 0.5874 6.3624
39 Si -2.5527 1.3524 3.8424
40 Br -1.4945 1.9340 1.7927
41 C -3.4630 -0.2492 3.4172
42 C -4.5749 -0.4693 4.4673
43 C -2.5384 -1.4729 3.4463
44 C -4.1033 -0.2287 2.0200
45 C -3.6462 2.8753 4.0802
46 C -4.1951 2.8507 5.5244
47 C -2.9096 4.2125 3.8850
48 C -4.8249 2.8834 3.0936
49 H 0.8918 0.4177 5.1223
50 H 0.2704 0.5180 3.4696
51 H -0.2545 -0.7802 4.5328
52 H 0.4064 2.3955 5.9593
53 H -1.1544 3.2011 5.9040
54 H -0.1643 3.0885 4.4384
55 H -0.7876 0.4559 7.0470
56 H -2.0917 -0.3952 6.2330
57 H -2.3561 1.2315 6.8666
58 H -4.1920 -0.4997 5.4919
59 H -5.0393 -1.4425 4.2717
60 H -5.3647 0.2782 4.4267
61 H -2.1348 -1.6788 4.4359
62 H -1.7074 -1.3921 2.7400
63 H -3.1322 -2.3480 3.1552
64 H -4.7431 0.6288 1.8313
65 H -4.7187 -1.1303 1.9140
66 H -3.3387 -0.2487 1.2462
67 H -3.4058 2.9850 6.2666
68 H -4.7451 1.9421 5.7732
69 H -4.8893 3.6909 5.6409
70 H -2.1388 4.3917 4.6304
71 H -3.6496 5.0153 3.9836
72 H -2.4588 4.3130 2.8965
73 H -5.5025 2.0416 3.2176
74 H -4.4947 2.9094 2.0518
75 H -5.4072 3.7945 3.2707